Computed, not measured: C19H21BrFN2O9Ti as an isolated structure, with ωB97M-V with the def2-TZVPD basis set.

Geometry as ORCA input:
```
! RIJCOSX wB97M-V def2-TZVPD def2/J DEFGRID3
* xyz 0 2
Ti -0.3527 1.0837 -0.8056
C -3.3616 2.1043 -0.5637
O -2.2463 1.7744 0.2678
C -2.6129 0.9226 1.3466
C -1.3755 0.6168 2.1556
O -0.4026 -0.1225 1.4123
C -0.5474 -1.5364 1.5480
C 0.6880 -2.2088 1.0131
O 0.7194 -2.0199 -0.3769
C 1.8979 -2.4995 -0.9845
H -4.1092 2.6326 0.0316
H -3.7920 1.1948 -0.9880
H -2.9836 2.7377 -1.3589
H -3.0740 0.0120 0.9539
H -3.3359 1.4413 1.9855
H -1.6559 0.0598 3.0532
H -0.8975 1.5484 2.4509
H -1.4264 -1.8784 0.9943
H -0.6637 -1.7788 2.6086
H 0.6583 -3.2772 1.2667
H 1.5813 -1.7734 1.4820
H 2.7869 -2.0399 -0.5361
H 1.8453 -2.2284 -2.0359
H 1.9812 -3.5874 -0.8824
O 1.6301 0.7631 -1.0693
C 2.6653 1.1603 -0.5310
C 2.7202 2.0731 0.5588
C 3.9683 2.4115 1.1006
C 4.0257 3.2966 2.1381
C 2.8558 3.8823 2.6563
C 1.6362 3.5695 2.1330
C 1.5142 2.6400 1.0601
O 0.3655 2.3484 0.5851
N 5.3201 3.6440 2.7192
O 5.3276 4.4216 3.6526
O 6.3102 3.1226 2.2442
H 3.6240 0.7938 -0.9165
H 4.8767 1.9764 0.7046
H 2.9502 4.5852 3.4720
H 0.7298 4.0227 2.5116
F -0.8566 2.2648 -2.1334
Br -4.9144 -4.8773 -1.6771
C -3.4112 -4.0402 -2.4603
C -2.7688 -4.6418 -3.5322
N -1.7039 -4.1065 -4.1211
C -1.2501 -2.9491 -3.6507
C -1.8301 -2.2804 -2.5796
C -2.9415 -2.8389 -1.9677
C -1.2341 -1.0081 -2.0785
O -0.2490 -0.4974 -2.6226
O -1.7606 -0.4634 -1.0412
H -3.1257 -5.5869 -3.9244
H -0.3831 -2.5205 -4.1383
H -3.4121 -2.3429 -1.1304
*
```

Output
LUMO (alpha / beta): -0.6 / -0.8 eV
HOMO-LUMO gap (alpha / beta): 0.2707 / 0.3113 Ha
<S²>: 0.753
E_HOMO (alpha / beta): -7.990 / -9.225 eV

Mulliken atomic charge list, values in e, 2 entries:
1 Ti 0.41
2 C -0.81



Computed, not measured: C19H21BrIN5O5P2S2Sr as an isolated structure in a non-equilibrium geometry, with ωB97M-V with the def2-TZVPD basis set.

Geometry as ORCA input:
```
! RIJCOSX wB97M-V def2-TZVPD def2/J DEFGRID3
* xyz 2 1
C 0.9580 -4.4337 0.5876
C 0.5038 -4.7341 -0.9788
C 0.5033 -3.4013 -1.8968
I 0.2320 -3.8437 -4.0508
C -0.5608 -2.2703 -1.3769
C -2.1468 -2.4929 -1.3604
Br -2.9423 -4.2148 -2.0716
C -3.1649 -1.3894 -0.8139
C -4.6963 -1.7964 -0.8350
C -5.7174 -0.9034 0.0030
C -5.4520 -0.8411 1.5843
S -6.9624 -1.3883 2.5781
C -2.5268 -0.0693 -0.3488
O -3.3876 1.0078 0.1110
C -3.5591 1.8323 -1.0305
N -3.5739 2.6389 -1.9287
C -0.9642 0.2433 -0.3481
N -0.5776 1.5518 0.1179
C 0.8375 1.6618 0.0427
P 1.5713 3.3501 0.5846
P 1.4163 4.5358 -1.2690
O 0.6116 3.7711 -2.3611
O 2.9365 4.9061 -1.9412
O 0.6108 6.0257 -1.0194
C 1.8414 0.5537 -0.4129
C 3.4305 0.8473 -0.4336
C 4.0200 0.4203 1.0074
S 5.7744 1.0033 1.2460
C 5.7700 2.6838 2.0235
N 6.8227 3.6746 1.9791
N 6.3908 4.7427 2.6943
C 5.0621 4.4941 3.2176
O 4.6840 3.1811 2.7906
N 1.4212 -0.7302 -0.8568
C -0.0145 -0.8757 -0.8446
H 1.7892 -5.1951 0.8536
H 0.0644 -4.6933 1.2716
H 1.3770 -3.3817 0.7275
H -0.4513 -5.3671 -1.0652
H 1.3577 -5.3975 -1.3992
H 1.5948 -3.0179 -1.8451
H -4.7787 -2.8702 -0.3991
H -5.0699 -1.8622 -1.9290
H -6.7753 -1.3519 -0.1570
H -5.7597 0.1381 -0.4980
H -4.5454 -1.4581 1.9063
H -5.2526 0.2509 1.8617
H -6.5159 -1.2756 3.9019
H 2.9661 3.2043 0.9042
H 2.8741 4.9261 -2.9346
H 0.0455 5.9843 -0.2098
H 3.6651 1.9291 -0.7349
H 3.9514 0.1847 -1.2238
H 3.3158 0.7422 1.8698
H 4.0462 -0.7351 1.0147
H 4.4407 5.2378 3.8357
Sr -1.6377 -5.6622 -0.1830
*
```

Output
LUMO: -8.0 eV
HOMO-LUMO gap: 0.1601 Ha
E_HOMO: -12.394 eV

Mulliken atomic charge list, values in e, 2 entries:
1 C -0.66
2 C -0.79



Computed, not measured: C19H21Cl2FeN4O5S2 as an isolated structure, with ωB97M-V with the def2-TZVPD basis set.

Geometry as ORCA input:
```
! RIJCOSX wB97M-V def2-TZVPD def2/J DEFGRID3
* xyz 0 2
Fe 1.6819 0.6923 0.3284
N 5.2798 1.8090 2.1276
C 4.3005 1.2546 1.3788
S 2.8821 0.6648 2.2346
N 4.4649 1.1787 0.0952
N 3.3727 0.5792 -0.4942
C 3.5342 -0.0180 -1.6186
C 2.5222 -0.8569 -2.1985
C 2.6888 -1.3154 -3.5128
C 1.7830 -2.1746 -4.0902
C 0.6876 -2.6077 -3.3393
C 0.5102 -2.1876 -2.0389
C 1.4224 -1.3091 -1.4390
O 1.2260 -0.9767 -0.1675
H 5.2187 1.7780 3.1273
H 6.1579 2.0287 1.6908
H 4.5054 0.0699 -2.0981
H 3.5510 -0.9757 -4.0748
H 1.9190 -2.5122 -5.1081
H -0.0344 -3.2822 -3.7824
H -0.3368 -2.5150 -1.4501
Cl 1.9232 3.6475 0.6061
C 1.0789 3.6148 2.1736
Cl -0.2661 4.7542 2.2103
H 1.7930 3.8713 2.9458
H 0.6913 2.6131 2.3090
C -1.2815 -4.0771 0.7297
C -1.9733 -2.7626 0.9612
C -2.9374 -2.2870 0.0771
C -3.5539 -1.0604 0.2849
C -3.1918 -0.2983 1.3838
C -2.2525 -0.7661 2.2928
C -1.6509 -1.9913 2.0764
S -3.8772 1.3168 1.6129
O -5.1252 1.3558 0.9095
O -3.7713 1.6309 3.0058
N -2.8771 2.3796 0.8647
C -2.7473 2.4137 -0.5820
C -1.7086 1.4744 -1.2208
C -0.3858 1.3542 -0.5347
O 0.6964 1.3917 -1.2077
O -0.2771 1.1212 0.7080
H -1.7563 -4.6424 -0.0717
H -1.2930 -4.6890 1.6323
H -0.2348 -3.9170 0.4615
H -3.2207 -2.8889 -0.7786
H -4.3216 -0.7014 -0.3890
H -1.9990 -0.1649 3.1552
H -0.9116 -2.3552 2.7799
H -2.0231 2.4906 1.3960
H -2.5365 3.4428 -0.8753
H -3.7278 2.1673 -0.9888
H -1.5157 1.7826 -2.2474
H -2.1027 0.4553 -1.2507
*
```

Output
LUMO (alpha / beta): -0.9 / -0.8 eV
HOMO-LUMO gap (alpha / beta): 0.2750 / 0.2899 Ha
<S²>: 0.822
E_HOMO (alpha / beta): -8.399 / -8.664 eV

Mulliken atomic charge list, values in e, 2 entries:
1 Fe 0.09
2 N -0.41



Computed, not measured: a 2-piece molecular cluster, C19H21F2 overall in a non-equilibrium geometry, with ωB97M-V with the def2-TZVPD basis set.

Geometry as ORCA input:
```
! RIJCOSX wB97M-V def2-TZVPD def2/J DEFGRID3
* xyz 1 1
C 0.3699 1.8168 2.5268
C -0.4506 0.5923 2.2662
C -1.7783 0.5560 2.0579
C -2.3750 -0.6549 1.4037
H 1.3085 1.5303 3.0168
H 0.6461 2.3277 1.5915
H -0.1612 2.5381 3.1626
H 0.1269 -0.3369 2.1878
H -2.3950 1.4456 2.1707
H -3.3345 -0.4131 0.9399
H -1.7192 -1.0881 0.6296
H -2.5312 -1.4490 2.1476
C -9.1404 -0.5024 1.8282
C -7.8220 -0.1921 2.4267
C -7.6880 0.7656 3.4286
F -8.8304 1.4083 3.8341
C -6.4890 1.0879 4.0362
C -5.2686 0.4935 3.5631
C -3.9360 0.8480 3.9565
C -3.5569 1.8737 4.8717
C -4.3988 2.9263 5.3570
C -3.9763 3.6796 6.4321
F -4.8669 4.5256 7.0439
C -2.6906 3.6197 6.9645
C -2.2988 4.4838 8.1041
C -1.8016 2.7110 6.3733
C -2.2189 1.8548 5.3724
C -5.4365 -0.5725 2.6275
C -6.6514 -0.8594 2.0413
H -9.0067 -1.2796 1.0727
H -9.8566 -0.8727 2.5702
H -9.5890 0.3700 1.3412
H -6.4968 1.7600 4.8867
H -3.1813 0.0831 3.7778
H -5.3642 3.1255 4.9067
H -1.2284 4.3596 8.2895
H -2.4943 5.5436 7.9010
H -2.8326 4.2177 9.0260
H -0.7723 2.6803 6.7352
H -1.5247 1.1183 4.9609
H -4.5696 -1.1801 2.3744
H -6.7228 -1.6163 1.2581
*
```

Output
LUMO: -5.9 eV
HOMO-LUMO gap: 0.2246 Ha
E_HOMO: -12.029 eV

Mulliken atomic charge list, values in e, 2 entries:
1 C -1.10
2 C -0.31



Repeat the fourth record exactly.
Computed, not measured: a 2-piece molecular cluster, C19H21F2 overall in a non-equilibrium geometry, with ωB97M-V with the def2-TZVPD basis set.

Geometry as ORCA input:
```
! RIJCOSX wB97M-V def2-TZVPD def2/J DEFGRID3
* xyz 1 1
C 0.3699 1.8168 2.5268
C -0.4506 0.5923 2.2662
C -1.7783 0.5560 2.0579
C -2.3750 -0.6549 1.4037
H 1.3085 1.5303 3.0168
H 0.6461 2.3277 1.5915
H -0.1612 2.5381 3.1626
H 0.1269 -0.3369 2.1878
H -2.3950 1.4456 2.1707
H -3.3345 -0.4131 0.9399
H -1.7192 -1.0881 0.6296
H -2.5312 -1.4490 2.1476
C -9.1404 -0.5024 1.8282
C -7.8220 -0.1921 2.4267
C -7.6880 0.7656 3.4286
F -8.8304 1.4083 3.8341
C -6.4890 1.0879 4.0362
C -5.2686 0.4935 3.5631
C -3.9360 0.8480 3.9565
C -3.5569 1.8737 4.8717
C -4.3988 2.9263 5.3570
C -3.9763 3.6796 6.4321
F -4.8669 4.5256 7.0439
C -2.6906 3.6197 6.9645
C -2.2988 4.4838 8.1041
C -1.8016 2.7110 6.3733
C -2.2189 1.8548 5.3724
C -5.4365 -0.5725 2.6275
C -6.6514 -0.8594 2.0413
H -9.0067 -1.2796 1.0727
H -9.8566 -0.8727 2.5702
H -9.5890 0.3700 1.3412
H -6.4968 1.7600 4.8867
H -3.1813 0.0831 3.7778
H -5.3642 3.1255 4.9067
H -1.2284 4.3596 8.2895
H -2.4943 5.5436 7.9010
H -2.8326 4.2177 9.0260
H -0.7723 2.6803 6.7352
H -1.5247 1.1183 4.9609
H -4.5696 -1.1801 2.3744
H -6.7228 -1.6163 1.2581
*
```

Output
LUMO: -5.9 eV
HOMO-LUMO gap: 0.2246 Ha
E_HOMO: -12.029 eV

Mulliken atomic charge list, values in e, 2 entries:
1 C -1.10
2 C -0.31



What did the third record say?
Computed, not measured: C19H21Cl2FeN4O5S2 as an isolated structure, with ωB97M-V with the def2-TZVPD basis set.

Geometry as ORCA input:
```
! RIJCOSX wB97M-V def2-TZVPD def2/J DEFGRID3
* xyz 0 2
Fe 1.6819 0.6923 0.3284
N 5.2798 1.8090 2.1276
C 4.3005 1.2546 1.3788
S 2.8821 0.6648 2.2346
N 4.4649 1.1787 0.0952
N 3.3727 0.5792 -0.4942
C 3.5342 -0.0180 -1.6186
C 2.5222 -0.8569 -2.1985
C 2.6888 -1.3154 -3.5128
C 1.7830 -2.1746 -4.0902
C 0.6876 -2.6077 -3.3393
C 0.5102 -2.1876 -2.0389
C 1.4224 -1.3091 -1.4390
O 1.2260 -0.9767 -0.1675
H 5.2187 1.7780 3.1273
H 6.1579 2.0287 1.6908
H 4.5054 0.0699 -2.0981
H 3.5510 -0.9757 -4.0748
H 1.9190 -2.5122 -5.1081
H -0.0344 -3.2822 -3.7824
H -0.3368 -2.5150 -1.4501
Cl 1.9232 3.6475 0.6061
C 1.0789 3.6148 2.1736
Cl -0.2661 4.7542 2.2103
H 1.7930 3.8713 2.9458
H 0.6913 2.6131 2.3090
C -1.2815 -4.0771 0.7297
C -1.9733 -2.7626 0.9612
C -2.9374 -2.2870 0.0771
C -3.5539 -1.0604 0.2849
C -3.1918 -0.2983 1.3838
C -2.2525 -0.7661 2.2928
C -1.6509 -1.9913 2.0764
S -3.8772 1.3168 1.6129
O -5.1252 1.3558 0.9095
O -3.7713 1.6309 3.0058
N -2.8771 2.3796 0.8647
C -2.7473 2.4137 -0.5820
C -1.7086 1.4744 -1.2208
C -0.3858 1.3542 -0.5347
O 0.6964 1.3917 -1.2077
O -0.2771 1.1212 0.7080
H -1.7563 -4.6424 -0.0717
H -1.2930 -4.6890 1.6323
H -0.2348 -3.9170 0.4615
H -3.2207 -2.8889 -0.7786
H -4.3216 -0.7014 -0.3890
H -1.9990 -0.1649 3.1552
H -0.9116 -2.3552 2.7799
H -2.0231 2.4906 1.3960
H -2.5365 3.4428 -0.8753
H -3.7278 2.1673 -0.9888
H -1.5157 1.7826 -2.2474
H -2.1027 0.4553 -1.2507
*
```

Output
LUMO (alpha / beta): -0.9 / -0.8 eV
HOMO-LUMO gap (alpha / beta): 0.2750 / 0.2899 Ha
<S²>: 0.822
E_HOMO (alpha / beta): -8.399 / -8.664 eV

Mulliken atomic charge list, values in e, 2 entries:
1 Fe 0.09
2 N -0.41